No. 1
DFT (ωB97M-V/def2-TZVPD) results for 2 unconnected molecules or ions with the total composition C4H10NS3 at a distorted geometry.

XYZ file:
```
18
Properties=species:S:1:pos:R:3:forces:R:3:nbo_charge:R:1
C -0.92721 0.93867 -1.05781 0.4559 0.2292 -0.0048 -0.616
C -1.96050 -0.43790 0.68536 -2.8437 1.4532 -2.9445 -0.353
C -0.09126 0.84062 0.14392 2.0952 -1.2927 -1.0696 -0.117
C 1.79668 -0.73083 -0.58062 -2.0121 0.5526 -0.2227 -0.573
N -0.65171 -0.04581 1.13259 -1.5349 1.1496 1.1041 -0.573
S -1.62791 -0.65497 -1.15286 -1.3802 -1.4573 0.6364 0.259
S 3.03722 0.39575 -0.78055 0.4986 1.0320 -1.2731 0.173
S 1.79162 -1.78523 0.73762 0.1944 -1.2925 0.4380 0.177
H -1.75820 1.56333 -0.88802 -1.0528 1.3881 -0.0423 0.226
H -0.42301 1.28338 -1.95211 0.2535 -0.1695 -0.1132 0.266
H -2.32108 -1.34406 1.04182 -0.2034 -1.7168 1.0286 0.241
H -2.81391 0.33136 0.84950 1.8620 -0.8865 -0.2237 0.246
H 0.30380 1.70180 0.57531 0.9583 1.3243 0.5929 0.209
H 1.38437 -1.20917 -1.48841 -0.1292 0.5796 0.6140 0.259
H -0.74362 0.37939 2.06978 0.6121 -0.3882 -0.3157 0.444
H -0.15573 -0.92761 1.12888 1.3398 -0.7131 0.8755 0.430
H 2.38290 0.89820 -1.88152 0.8400 0.0256 0.5567 0.152
H 2.77756 -1.19693 1.41711 0.0466 0.1824 0.3633 0.149
```
Positions in Å, forces in eV/Å.

Computed properties:
**ΔE to the lowest compared entry with this formula, charge and spin**: 252.0 kJ/mol
**LUMO energy (spin up / spin down)**: -4.11 / -4.23 eV
**Charge**: +1
**HOMO-LUMO gap (spin up / spin down)**: 8.0 / 7.2 eV



No. 2
DFT (ωB97M-V/def2-TZVPD) results for 2 unconnected molecules or ions with the total composition C4H10NSi at a distorted geometry.

XYZ file:
```
16
Properties=species:S:1:pos:R:3:forces:R:3:nbo_charge:R:1
C -2.96538 -0.05641 0.38145 2.0684 0.1903 0.3166 0.388
C -4.36599 -0.12684 0.25595 -2.4729 -0.4210 -0.7700 -0.759
C 4.08549 -0.14373 0.16580 -1.1846 1.4457 1.1264 -1.154
C 0.86701 0.19075 -0.77513 0.1923 3.5565 1.5281 -1.258
N -1.83917 0.15662 0.26767 -1.0410 -0.3375 0.6341 -0.427
Si 2.24394 -0.12124 0.45847 -0.9711 -0.1394 -2.3915 1.721
H -4.91444 -1.07779 0.58072 1.3201 0.8579 -1.1235 0.287
H -4.88592 0.58134 0.91318 0.4353 0.4298 -0.4444 0.279
H -4.41841 0.17938 -0.85577 -1.0472 -0.7253 1.6601 0.285
H 4.66781 0.33786 1.00491 -0.5754 -0.4137 -1.0888 0.306
H 4.46182 -1.11354 -0.04764 0.2553 -1.1078 0.0138 0.302
H 4.07375 0.39486 -0.77631 0.7066 0.4558 -0.1286 0.275
H 0.91463 1.30430 -1.16841 0.3161 -1.6106 0.8980 0.300
H 0.79245 -0.28090 -1.68880 0.3423 -1.5834 -1.9869 0.287
H -0.16910 0.18621 -0.29389 1.6095 -0.3390 -0.1444 0.344
H 1.45152 -0.41088 1.57778 0.0464 -0.2581 1.9011 -0.176
```
Positions in Å, forces in eV/Å.

Computed properties:
**ΔE to the lowest compared entry with this formula, charge and spin**: 245.3 kJ/mol
**LUMO energy**: -5.67 eV
**Charge**: +1
**HOMO-LUMO gap**: 9.1 eV



No. 3
DFT (ωB97M-V/def2-TZVPD) results for 2 unconnected molecules or ions with the total composition C4H10O at a distorted geometry.

XYZ file:
```
15
Properties=species:S:1:pos:R:3:forces:R:3:nbo_charge:R:1
C -3.29835 -1.77251 -0.30205 -1.3899 1.4039 0.7792 -0.609
C -3.55274 -0.42334 0.45887 0.5511 -1.0835 0.1280 -0.605
H -3.02574 -1.46267 -1.30950 0.4678 -0.8717 -0.0189 0.212
H -4.27941 -2.24618 -0.31779 -0.0208 -0.3073 -0.3871 0.186
H -2.67086 -2.45830 0.26913 0.5344 0.3344 -0.6043 0.212
H -3.56070 -0.64918 1.52941 0.1395 0.4163 -0.0214 0.195
H -2.78396 0.31397 0.20550 -0.1766 -0.0984 0.3176 0.212
H -4.53540 -0.03678 0.21448 -0.0951 0.2081 -0.1937 0.190
O 2.98169 0.01805 -1.20195 -0.0716 0.0962 -0.1985 -0.798
C 3.96663 0.76514 -0.87193 0.7982 0.2518 1.4253 -0.002
C 4.00737 1.50851 0.49921 -0.1815 0.0369 -1.3805 -0.722
H 4.70923 1.20289 -1.57412 -0.4371 -0.1859 -0.2265 0.044
H 4.82520 2.23940 0.42940 0.0246 -0.0416 0.2047 0.170
H 4.15749 0.90642 1.41235 -0.2830 0.0395 -0.2899 0.168
H 3.05952 2.09457 0.55899 0.1400 -0.1989 0.4660 0.150
```
Positions in Å, forces in eV/Å.

Computed properties:
**ΔE to the lowest compared entry with this formula, charge and spin**: 37.6 kJ/mol
**LUMO energy (spin up / spin down)**: 3.27 / 3.24 eV
**Charge**: -1
**HOMO-LUMO gap (spin up / spin down)**: 2.5 / 6.0 eV
**<S²>**: 0.753
**2S+1**: 2